Entry P
This record from the Open Molecules 2025 dataset describes one molecule with the formula C7H10O2. The level of theory is ωB97M-V with the def2-TZVPD basis set.

The HOMO energy is -0.3380 Eh. The SMILES is CC(=O)C(=O)C=C(C)C.

```
! wB97M-V def2-TZVPD RIJCOSX def2/J DEFGRID3
* xyz 0 1
C 3.456 0.465 -0.028
C 2.266 -0.445 0.013
O 2.336 -1.651 0.041
C 0.902 0.277 0.018
O 0.859 1.496 0.032
C -0.234 -0.619 0.008
C -1.523 -0.224 0.004
C -1.923 1.209 0.014
C -2.631 -1.222 -0.010
H 3.136 1.503 -0.047
H 4.078 0.281 0.846
H 4.052 0.238 -0.909
H 0.014 -1.670 0.001
H -3.004 1.321 -0.013
H -1.480 1.730 -0.834
H -1.529 1.701 0.903
H -3.262 -1.083 0.867
H -3.257 -1.065 -0.889
H -2.255 -2.241 -0.019
*
```

=====

Entry Q
This record from the Open Molecules 2025 dataset describes one molecule with the formula C7H10O2. The level of theory is ωB97M-V with the def2-TZVPD basis set.

The HOMO energy is -0.3099 Eh. The SMILES is C=C(CC(C)=O)C(C)=O.

```
! wB97M-V def2-TZVPD RIJCOSX def2/J DEFGRID3
* xyz 0 1
C -1.248 -1.669 -0.720
C -0.782 -0.548 -0.204
C 0.416 0.197 -0.102
C 1.825 -1.066 -0.221
C 3.169 -0.503 0.197
O 1.740 -2.196 -0.652
C -2.136 0.532 0.481
C -2.163 2.036 0.324
O -3.076 -0.072 0.949
H -0.596 -2.451 -1.095
H -2.305 -1.912 -0.654
H 0.593 0.887 -0.926
H 0.586 0.648 0.876
H 3.125 -0.210 1.248
H 3.957 -1.252 0.070
H 3.404 0.359 -0.432
H -1.931 2.306 -0.709
H -3.153 2.431 0.576
H -1.425 2.483 0.993
*
```

=====

It comes down to entry P, which is 0.0857 hartree more stable than the next structure.